{"formula": "C29H59F3N3O7P", "method": "ωB97M-V/def2-TZVPD", "symbols": ["C", "C", "C", "P", "C", "F", "F", "F", "O", "C", "C", "C", "C", "C", "C", "C", "H", "H", "H", "H", "H", "H", "H", "H", "H", "H", "H", "H", "H", "H", "C", "O", "C", "C", "N", "C", "C", "O", "C", "H", "H", "H", "H", "H", "H", "H", "H", "H", "H", "H", "H", "H", "H", "H", "C", "O", "C", "C", "N", "C", "C", "O", "C", "H", "H", "H", "H", "H", "H", "H", "H", "H", "H", "H", "H", "H", "H", "H", "C", "O", "C", "C", "N", "C", "C", "O", "C", "H", "H", "H", "H", "H", "H", "H", "H", "H", "H", "H", "H", "H", "H", "H"], "xyz": [[-1.806, -0.703, -2.098], [-0.384, -0.300, -1.715], [0.071, 0.940, -2.518], [0.949, 2.350, -1.736], [-0.180, 2.612, -0.268], [-0.138, 1.677, 0.725], [0.089, 3.808, 0.324], [-1.480, 2.651, -0.690], [0.426, -1.439, -1.928], [1.818, -1.256, -1.726], [2.443, -2.589, -1.424], [3.272, -2.745, -0.326], [3.896, -3.958, -0.072], [3.674, -5.037, -0.914], [2.835, -4.891, -2.010], [2.228, -3.677, -2.266], [-2.021, -0.451, -3.139], [-1.935, -1.775, -1.977], [-2.528, -0.166, -1.483], [-0.381, -0.044, -0.653], [-0.812, 1.429, -2.936], [0.685, 0.645, -3.371], [1.974, 1.718, -1.007], [2.002, -0.576, -0.887], [2.272, -0.838, -2.632], [3.455, -1.898, 0.325], [4.554, -4.044, 0.783], [4.155, -5.984, -0.709], [2.666, -5.729, -2.673], [1.576, -3.573, -3.124], [9.430, -4.741, -5.600], [8.691, -5.007, -4.427], [9.308, -4.561, -3.226], [8.504, -3.454, -2.585], [8.558, -2.238, -3.383], [7.664, -1.177, -2.936], [6.165, -1.440, -3.001], [5.650, -1.561, -4.313], [5.693, -2.861, -4.868], [8.905, -5.219, -6.425], [9.509, -3.668, -5.807], [10.440, -5.158, -5.539], [10.330, -4.225, -3.425], [9.356, -5.410, -2.539], [8.920, -3.243, -1.594], [7.480, -3.829, -2.442], [8.340, -2.468, -4.344], [7.872, -0.292, -3.542], [7.922, -0.923, -1.903], [5.663, -0.573, -2.564], [5.869, -2.310, -2.400], [5.576, -3.629, -4.097], [6.621, -3.049, -5.416], [4.864, -2.944, -5.571], [-4.240, 2.233, 0.970], [-5.192, 3.276, 0.879], [-4.996, 4.147, -0.227], [-6.122, 4.011, -1.226], [-6.074, 2.716, -1.890], [-7.225, 2.416, -2.732], [-8.585, 2.278, -2.058], [-8.690, 1.157, -1.202], [-8.266, 1.359, 0.132], [-4.421, 1.706, 1.906], [-4.339, 1.516, 0.146], [-3.223, 2.626, 0.981], [-4.035, 3.945, -0.708], [-4.977, 5.173, 0.153], [-6.025, 4.797, -1.981], [-7.065, 4.182, -0.687], [-5.985, 1.993, -1.187], [-7.019, 1.478, -3.252], [-7.301, 3.194, -3.499], [-9.328, 2.126, -2.845], [-8.872, 3.190, -1.519], [-8.442, 2.388, 0.458], [-7.206, 1.124, 0.271], [-8.846, 0.687, 0.764], [-3.699, 1.791, 9.086], [-3.753, 2.745, 8.046], [-2.539, 3.453, 7.831], [-1.949, 3.117, 6.480], [-1.471, 1.743, 6.447], [-1.053, 1.275, 5.130], [-2.110, 1.182, 4.038], [-3.100, 0.198, 4.266], [-4.212, 0.614, 5.034], [-4.707, 1.400, 9.215], [-3.025, 0.959, 8.853], [-3.377, 2.246, 10.028], [-1.822, 3.231, 8.627], [-2.765, 4.522, 7.865], [-1.107, 3.788, 6.285], [-2.720, 3.322, 5.724], [-2.201, 1.135, 6.795], [-0.622, 0.279, 5.257], [-0.249, 1.926, 4.773], [-1.600, 0.886, 3.117], [-2.583, 2.152, 3.836], [-4.435, 1.673, 4.877], [-4.065, 0.442, 6.105], [-5.071, 0.024, 4.714]], "atomic_forces_ev_per_a": [[0.0, 0.2, -0.2], [-0.2, 0.2, 0.0], [-0.1, 0.0, 0.1], [0.1, 0.2, -0.2], [-0.4, 0.2, 0.6], [0.0, 0.5, -0.4], [-0.2, -0.6, -0.2], [0.6, 0.1, 0.2], [0.2, 0.0, -0.2], [-0.2, -0.1, 0.1], [0.0, -0.1, -0.2], [0.1, 0.1, 0.0], [0.0, 0.0, 0.0], [0.1, 0.0, 0.2], [0.1, -0.1, 0.0], [-0.1, 0.1, -0.1], [0.1, -0.1, 0.0], [0.0, 0.0, 0.2], [0.0, 0.0, 0.0], [0.2, -0.2, 0.0], [0.0, 0.0, -0.1], [-0.1, -0.1, -0.1], [-0.1, -0.1, 0.2], [0.0, 0.0, 0.0], [0.1, 0.1, 0.0], [0.0, 0.0, 0.1], [0.0, -0.1, 0.0], [0.0, 0.0, 0.0], [0.0, 0.0, 0.0], [0.0, 0.1, 0.0], [0.0, -0.1, 0.0], [0.0, 0.1, -0.1], [0.0, -0.1, 0.1], [-0.1, 0.1, -0.1], [-0.1, -0.1, 0.0], [0.1, 0.0, -0.1], [-0.2, 0.1, 0.2], [0.0, 0.0, -0.1], [-0.1, 0.0, 0.0], [0.0, 0.0, 0.0], [0.0, 0.0, 0.0], [0.0, 0.0, 0.0], [0.0, 0.0, 0.0], [0.0, 0.0, 0.0], [0.0, 0.0, 0.0], [0.0, 0.0, 0.1], [0.0, 0.0, 0.0], [0.0, 0.0, 0.0], [0.0, 0.0, 0.0], [0.0, 0.0, 0.0], [0.0, 0.0, 0.0], [0.0, 0.0, 0.0], [0.0, 0.0, 0.0], [0.0, 0.0, 0.0], [-0.1, 0.0, 0.2], [0.0, -0.1, 0.0], [0.0, 0.1, 0.0], [0.0, -0.1, 0.0], [-0.1, 0.0, 0.1], [0.1, 0.0, 0.0], [-0.1, 0.1, -0.1], [0.0, 0.0, 0.0], [-0.1, -0.1, 0.0], [0.0, 0.0, 0.0], [0.1, 0.0, 0.0], [0.0, 0.0, 0.0], [0.0, 0.0, 0.0], [0.0, 0.0, 0.0], [0.0, 0.0, 0.0], [0.0, 0.1, 0.0], [0.0, 0.0, 0.0], [0.0, 0.0, 0.0], [0.0, 0.0, 0.0], [0.0, 0.0, 0.0], [0.1, 0.0, 0.0], [0.0, 0.0, 0.0], [0.0, 0.1, 0.0], [0.0, 0.0, 0.0], [0.0, 0.0, 0.0], [0.0, -0.1, 0.0], [0.0, 0.1, 0.0], [0.0, -0.1, 0.0], [-0.1, 0.0, 0.0], [0.0, -0.1, 0.1], [0.1, 0.1, -0.2], [0.0, 0.0, 0.1], [0.0, -0.1, -0.1], [0.0, 0.0, 0.0], [0.0, 0.0, 0.0], [0.0, 0.0, 0.0], [0.0, 0.0, 0.0], [0.0, 0.0, 0.0], [0.0, 0.0, 0.0], [0.0, 0.1, 0.0], [0.0, 0.0, 0.0], [0.0, 0.0, 0.0], [0.0, 0.0, 0.0], [0.0, 0.0, 0.0], [0.0, 0.0, 0.1], [0.0, 0.0, 0.0], [0.0, 0.1, 0.0], [0.0, 0.0, 0.0]], "lowdin_charge": [-0.021, -0.433, -0.367, 1.033, -0.771, 0.049, 0.053, 0.048, -0.114, -0.172, -0.198, -0.048, -0.088, -0.094, -0.084, -0.030, 0.082, 0.086, 0.076, 0.120, 0.072, 0.083, -0.049, 0.109, 0.130, 0.111, 0.102, 0.100, 0.103, 0.119, -0.119, -0.196, -0.219, -0.218, -0.050, -0.200, -0.232, -0.180, -0.098, 0.088, 0.082, 0.087, 0.122, 0.121, 0.124, 0.107, 0.075, 0.119, 0.118, 0.119, 0.104, 0.086, 0.073, 0.087, -0.104, -0.187, -0.213, -0.217, -0.050, -0.204, -0.230, -0.179, -0.101, 0.083, 0.081, 0.071, 0.115, 0.123, 0.123, 0.108, 0.072, 0.118, 0.117, 0.120, 0.110, 0.088, 0.073, 0.087, -0.119, -0.196, -0.219, -0.218, -0.050, -0.199, -0.235, -0.181, -0.103, 0.088, 0.082, 0.087, 0.122, 0.121, 0.124, 0.108, 0.075, 0.120, 0.118, 0.114, 0.106, 0.089, 0.073, 0.087], "e_tot_ha": -2472.10375, "smiles": "C[C@H](CPC(F)(F)F)OCc1ccccc1.COCCNCCOC.COCCNCCOC.COCCNCCOC", "largest_force_ev_per_a": 0.72, "multiplicity": 1, "e_homo_ev": -8.626}

***

{"formula": "C29H59F5N3OSbSi6TeTi", "method": "ωB97M-V/def2-TZVPD", "symbols": ["Ti", "C", "Si", "C", "C", "C", "Si", "C", "C", "C", "Si", "C", "C", "C", "C", "C", "C", "C", "N", "H", "H", "H", "H", "H", "H", "H", "H", "H", "H", "H", "H", "H", "H", "H", "H", "H", "H", "H", "H", "H", "H", "H", "H", "H", "H", "H", "H", "F", "Te", "F", "F", "F", "F", "O", "N", "C", "C", "C", "C", "N", "C", "C", "H", "H", "H", "H", "C", "Si", "C", "C", "Sb", "Si", "C", "C", "C", "Si", "C", "C", "C", "H", "H", "H", "H", "H", "H", "H", "H", "H", "H", "H", "H", "H", "H", "H", "H", "H", "H", "H", "H", "H", "H", "H", "H", "H", "H", "H"], "xyz": [[1.019, -0.042, 0.896], [3.460, -0.543, 3.707], [1.715, 0.016, 4.177], [1.409, -0.772, 5.867], [1.801, 1.854, 4.538], [0.417, -0.531, 2.919], [-1.235, 0.370, 3.164], [-2.495, -0.155, 1.859], [-2.154, -0.004, 4.771], [-1.039, 2.232, 3.029], [0.203, -2.368, 2.970], [-0.976, -3.103, 4.229], [1.786, -3.376, 3.060], [-0.523, -2.775, 1.264], [-1.408, -3.813, 0.994], [-1.958, -3.946, -0.269], [-1.612, -3.025, -1.245], [-0.715, -2.024, -0.927], [-0.166, -1.908, 0.292], [3.765, -1.412, 4.295], [4.165, 0.264, 3.923], [3.575, -0.804, 2.658], [2.272, -0.533, 6.496], [1.321, -1.861, 5.843], [0.524, -0.371, 6.363], [2.704, 2.002, 5.139], [0.959, 2.207, 5.132], [1.885, 2.468, 3.643], [-2.627, -1.240, 1.816], [-2.242, 0.207, 0.862], [-3.465, 0.269, 2.138], [-2.734, -0.923, 4.678], [-2.863, 0.812, 4.940], [-1.531, -0.086, 5.662], [-0.275, 2.521, 2.305], [-0.807, 2.705, 3.983], [-1.986, 2.646, 2.673], [-0.788, -2.710, 5.229], [-0.839, -4.187, 4.265], [-2.020, -2.902, 3.986], [2.242, -3.344, 4.051], [2.535, -3.048, 2.338], [1.540, -4.420, 2.842], [-1.682, -4.495, 1.789], [-2.658, -4.743, -0.486], [-2.031, -3.067, -2.240], [-0.410, -1.291, -1.659], [1.269, -0.170, -2.208], [0.854, 1.779, -2.061], [2.467, 1.741, -1.135], [2.285, 1.087, 1.506], [1.168, 3.685, -1.938], [1.714, 1.868, -3.734], [-0.033, 0.916, -0.029], [7.228, -3.280, -2.116], [6.293, -2.806, -1.649], [5.117, -2.217, -1.064], [3.878, -2.825, -1.216], [2.781, -2.229, -0.630], [2.851, -1.098, 0.085], [4.050, -0.509, 0.209], [5.203, -1.037, -0.342], [3.767, -3.739, -1.780], [1.806, -2.677, -0.735], [4.067, 0.415, 0.764], [6.146, -0.527, -0.211], [-2.725, 7.531, -0.831], [-1.414, 6.215, -1.120], [0.041, 6.547, 0.013], [-0.824, 6.315, -2.894], [-2.160, 3.835, -0.530], [-4.187, 4.517, 0.860], [-4.980, 2.954, 1.543], [-5.504, 5.481, -0.089], [-3.522, 5.545, 2.297], [-3.334, 2.828, -2.562], [-2.938, 0.979, -2.432], [-2.665, 3.432, -4.207], [-5.197, 3.047, -2.559], [-2.261, 8.520, -0.877], [-3.204, 7.433, 0.142], [-3.502, 7.491, -1.597], [0.477, 7.524, -0.212], [0.806, 5.784, -0.142], [-0.241, 6.539, 1.068], [-0.441, 7.319, -3.101], [-1.621, 6.109, -3.608], [-0.015, 5.602, -3.059], [-5.214, 2.245, 0.745], [-5.906, 3.177, 2.079], [-4.299, 2.455, 2.236], [-6.321, 4.815, -0.375], [-5.111, 5.937, -0.995], [-5.924, 6.277, 0.531], [-3.484, 4.937, 3.204], [-4.160, 6.409, 2.501], [-2.512, 5.912, 2.111], [-2.118, 0.727, -3.112], [-3.794, 0.363, -2.717], [-2.633, 0.697, -1.423], [-1.573, 3.412, -4.236], [-2.986, 4.447, -4.440], [-3.035, 2.774, -5.000], [-5.632, 2.741, -1.606], [-5.644, 2.433, -3.346], [-5.476, 4.086, -2.737]], "atomic_forces_ev_per_a": [[-0.3, 0.1, 0.1], [0.0, -0.1, 0.1], [0.1, -0.1, 0.0], [0.0, 0.0, 0.0], [0.0, 0.0, 0.0], [-0.3, 0.2, -0.1], [-0.2, -0.1, -0.2], [0.0, 0.0, 0.1], [0.1, 0.1, 0.1], [0.0, 0.0, 0.0], [0.0, 0.0, 0.0], [0.0, 0.0, 0.0], [0.0, 0.0, 0.0], [0.0, 0.0, 0.0], [0.0, 0.0, 0.0], [0.0, 0.0, 0.0], [0.0, 0.0, 0.0], [0.0, 0.0, 0.0], [-0.1, 0.1, 0.1], [0.0, 0.0, 0.0], [0.0, 0.0, 0.0], [0.0, 0.0, 0.0], [0.0, 0.0, 0.0], [0.0, 0.0, 0.0], [0.0, 0.0, 0.0], [0.0, 0.0, 0.0], [0.0, 0.0, 0.0], [0.0, 0.0, 0.0], [0.0, 0.0, 0.0], [0.0, 0.0, 0.0], [0.0, 0.0, 0.0], [0.0, 0.0, 0.0], [0.0, 0.0, 0.0], [0.0, 0.0, 0.0], [0.0, 0.0, 0.0], [0.0, 0.0, 0.0], [0.0, 0.0, 0.0], [0.0, 0.0, 0.0], [0.0, 0.0, 0.0], [0.0, 0.0, 0.0], [0.0, 0.0, 0.0], [0.0, 0.0, 0.0], [0.0, 0.0, 0.0], [0.0, 0.0, 0.0], [0.0, 0.0, 0.0], [0.0, 0.0, 0.0], [0.0, 0.0, 0.0], [0.0, 0.2, -0.1], [-0.5, -0.2, 0.0], [0.0, -0.1, 0.0], [0.0, 0.3, 0.1], [0.0, 0.0, 0.1], [0.2, 0.0, 0.0], [1.0, -0.3, 0.3], [0.0, 0.0, 0.0], [0.0, 0.0, 0.0], [0.0, 0.0, 0.0], [0.0, 0.0, 0.0], [0.0, 0.0, 0.1], [0.0, -0.2, -0.3], [-0.1, 0.0, -0.1], [0.0, 0.1, 0.0], [0.0, 0.0, 0.0], [0.0, 0.0, 0.0], [0.0, 0.0, 0.0], [0.0, 0.0, 0.0], [0.0, 0.0, -0.1], [0.0, 0.0, -0.1], [0.0, 0.0, 0.0], [0.0, 0.0, 0.0], [0.1, 0.1, 0.1], [-0.1, 0.0, 0.0], [0.0, 0.0, 0.0], [0.0, 0.0, 0.0], [0.0, 0.0, 0.0], [0.0, -0.1, 0.0], [0.0, 0.0, 0.0], [0.0, 0.0, 0.0], [0.0, 0.0, 0.0], [0.0, 0.0, 0.0], [0.0, 0.0, 0.1], [0.0, 0.0, 0.0], [0.0, 0.0, 0.0], [0.0, 0.0, 0.0], [0.0, 0.0, 0.0], [0.0, 0.0, 0.0], [0.0, 0.0, 0.0], [0.0, 0.0, 0.0], [0.0, 0.0, 0.0], [0.0, 0.0, 0.0], [0.0, 0.0, 0.0], [0.0, 0.0, 0.0], [0.0, 0.0, 0.0], [0.0, 0.0, 0.0], [0.0, 0.0, 0.0], [0.0, 0.0, 0.0], [0.0, 0.0, 0.0], [0.0, 0.0, 0.0], [0.0, 0.0, 0.0], [0.0, 0.0, 0.0], [0.0, 0.0, 0.0], [0.0, 0.0, 0.0], [0.0, 0.0, 0.0], [0.0, 0.0, 0.0], [0.0, 0.0, 0.0], [0.0, 0.0, 0.0]], "lowdin_charge": [0.900, -0.168, 0.404, -0.176, -0.176, -0.525, 0.407, -0.160, -0.164, -0.173, 0.447, -0.162, -0.157, -0.286, -0.053, -0.043, -0.031, -0.122, -0.029, 0.032, 0.041, -0.013, 0.038, 0.016, 0.020, 0.037, 0.025, 0.030, 0.027, 0.005, 0.028, 0.019, 0.036, 0.015, 0.025, 0.027, 0.000, 0.031, 0.039, 0.029, 0.032, 0.020, 0.039, 0.108, 0.113, 0.113, 0.088, -0.527, 1.895, -0.413, -0.376, -0.534, -0.476, -0.639, 0.181, -0.156, -0.197, 0.022, -0.096, 0.008, -0.101, 0.032, 0.129, 0.103, 0.110, 0.132, -0.227, 0.275, -0.234, -0.223, 0.869, 0.278, -0.233, -0.228, -0.230, 0.274, -0.244, -0.229, -0.231, 0.033, 0.007, 0.023, 0.032, 0.020, 0.019, 0.034, 0.008, 0.014, 0.019, 0.035, 0.000, 0.021, 0.002, 0.030, 0.025, 0.028, 0.005, 0.014, 0.030, -0.009, 0.021, 0.020, 0.034, 0.011, 0.033, 0.024], "e_tot_ha": -4974.35209, "e_above_lowest_ev": 0.131, "largest_force_ev_per_a": 1.08, "multiplicity": 1, "e_homo_ev": -7.514}

***

> What is the formula in the first record?

C29H59F3N3O7P